(1)
Entry from the OMol25 dataset: a 2-piece molecular cluster, C3H5N5O overall in a non-equilibrium geometry (wB97M-V/def2-TZVPD).

As for the multiplicity: 1. For the HOMO-LUMO gap, the calculation gives 9.78 eV. Its calculated total energy is -466.0874 Eh. The energy above the lowest of the compared OMol25 structures with the same formula, charge and spin comes out at 6.4113 eV. The HOMO energy is -9.557 eV.

Last column: natural (NBO) charge in e.
Cartesian coordinates (Å):
C 2.0222 0.1393 0.1308  0.2498
C -2.5195 0.7013 -0.6235  0.3860
C -1.2930 -0.9237 -0.1184  0.4808
H 3.3673 0.3459 -0.9421  0.3437
H 3.1918 -0.3608 0.9239  0.1793
H 0.5736 0.3894 1.7507  0.3995
H -3.0848 1.5408 -0.9279  0.2049
H 0.0712 -1.7212 1.0604  0.3674
N 2.3070 0.5721 -1.1004  -0.6213
N 0.6107 0.2384 0.6291  -0.5252
N -0.3692 0.2481 -0.3064  -0.0296
N -2.6419 -0.6260 -0.6897  -0.4468
N -0.9066 -1.8667 0.6437  -0.6636
O -1.3288 1.3232 -0.4304  -0.3248

Cartesian forces (eV/Å) of the 3 atoms listed first:
C 0.82 1.35 -1.75
C 1.37 -2.05 -1.36
C 0.87 -0.33 1.46



(2)
Entry from the OMol25 dataset: C38H102MnN8O10 as an isolated structure in a non-equilibrium geometry (wB97M-V/def2-TZVPD).

As for the multiplicity: 6. Its expectation value of S² is 8.753. For the HOMO-LUMO gap (alpha / beta), the calculation gives 7.50 / 7.95 eV. Its calculated total energy is -3850.1584 Eh. The energy above the lowest of the compared OMol25 structures with the same formula, charge and spin comes out at 4.6876 eV. The HOMO energy (alpha / beta) is -6.929 / -7.394 eV.

Last column: Mulliken spin population.
Cartesian coordinates (Å):
Mn 1.2940 -25.5287 -19.8827  4.6411
C -1.4383 -23.5846 -22.3720  0.0024
C -1.4012 -23.7293 -20.8611  0.0104
C -2.7790 -23.7502 -20.1025  0.0017
O -0.6647 -24.7581 -20.2521  0.0717
H -0.4462 -23.4485 -22.8023  -0.0005
H -1.9239 -22.6469 -22.6425  -0.0001
H -2.0053 -24.3424 -22.9127  0.0000
H -0.8968 -22.8048 -20.5802  0.0011
H -2.7537 -24.0412 -19.0523  -0.0017
H -3.4998 -24.5022 -20.4236  0.0009
H -3.3940 -22.8520 -20.1580  -0.0006
C 5.7367 -27.0786 -20.1159  0.0026
C 4.4803 -26.3429 -20.5809  -0.0032
C 4.3112 -26.5175 -22.0938  0.0048
O 3.3126 -26.4387 -19.8008  0.0392
H 6.1332 -26.8742 -19.1214  -0.0012
H 6.6473 -26.9416 -20.6991  0.0005
H 5.4601 -28.1246 -20.2479  -0.0006
H 4.8761 -25.3287 -20.6355  0.0039
H 3.7634 -27.4182 -22.3710  0.0037
H 5.3413 -26.4744 -22.4474  -0.0005
H 3.6321 -25.7499 -22.4651  0.0045
C 2.8957 -21.5333 -19.2762  0.0019
C 2.5962 -22.9990 -19.1043  0.0241
C 1.7442 -23.3877 -17.9200  0.0289
O 1.6867 -24.8090 -17.9273  0.0550
C 0.9604 -25.3317 -16.7550  0.0129
N 2.0813 -23.4497 -20.4682  -0.0076
H 3.4993 -21.1298 -18.4632  -0.0001
H 2.0302 -20.9272 -19.5437  0.0004
H 3.6980 -21.4990 -20.0133  -0.0025
H 3.5374 -23.5247 -18.9429  -0.0100
H 0.7182 -23.0221 -17.9628  -0.0106
H 2.3231 -23.0336 -17.0670  0.0015
H 1.5340 -26.1815 -16.3849  0.0147
H -0.0574 -25.6893 -16.9110  -0.0148
H 0.9789 -24.5584 -15.9870  -0.0043
H 2.7849 -23.1056 -21.1059  0.0336
H 1.2096 -23.0021 -20.7132  0.0128
C -3.7329 -29.2257 -18.1338  -0.0007
C -3.7814 -27.8853 -18.8319  0.0011
C -5.0906 -27.1392 -18.6603  0.0002
O -6.1048 -27.8568 -19.2882  0.0000
C -7.4193 -27.4219 -19.1112  0.0000
N -2.7174 -27.0289 -18.3180  -0.0055
H -4.0727 -29.1591 -17.1002  0.0000
H -2.7445 -29.6852 -18.1371  0.0003
H -4.3863 -29.9641 -18.5985  0.0000
H -3.7562 -28.0708 -19.9057  0.0002
H -5.0875 -26.1284 -19.0681  0.0002
H -5.1731 -27.0386 -17.5781  0.0000
H -7.6687 -27.0660 -18.1116  0.0000
H -8.1029 -28.2299 -19.3717  0.0000
H -7.7728 -26.6866 -19.8340  0.0000
H -3.0419 -26.8716 -17.3746  0.0014
H -2.5943 -26.1148 -18.7295  -0.0011
C 5.3808 -25.1881 -16.1220  0.0002
C 4.5377 -25.1929 -14.8536  0.0005
C 4.1246 -26.6302 -14.4593  -0.0002
O 5.2535 -27.5319 -14.2065  0.0000
C 5.1760 -28.9513 -13.8568  0.0000
N 5.3194 -24.6056 -13.8074  0.0000
H 6.3210 -25.7303 -16.2220  -0.0001
H 5.5199 -24.1546 -16.4392  0.0002
H 4.8702 -25.6137 -16.9859  0.0004
H 3.6957 -24.5472 -15.1031  -0.0002
H 3.3306 -27.1468 -14.9986  0.0002
H 3.5252 -26.6142 -13.5491  0.0000
H 6.1956 -29.3345 -13.8978  0.0000
H 4.4735 -29.4881 -14.4943  0.0000
H 4.7730 -29.1256 -12.8592  0.0000
H 6.1700 -25.1463 -13.7427  0.0000
H 5.4737 -23.6367 -14.0475  0.0000
C 4.5179 -30.6565 -17.6094  0.0000
C 3.0349 -30.3878 -18.0608  0.0003
C 2.0054 -31.2095 -17.2537  -0.0005
O 2.0562 -32.6205 -17.4720  0.0000
C 1.7746 -33.0678 -18.7629  0.0000
N 2.9241 -28.9555 -17.9182  0.0020
H 4.6923 -31.6867 -17.9201  0.0000
H 4.6608 -30.7321 -16.5315  0.0000
H 5.2573 -29.9955 -18.0617  0.0002
H 2.8481 -30.6145 -19.1105  0.0002
H 1.0288 -30.7737 -17.4647  -0.0001
H 2.0990 -30.8825 -16.2181  0.0000
H 0.9683 -32.5227 -19.2536  0.0001
H 1.5086 -34.1222 -18.8388  0.0000
H 2.6302 -32.9410 -19.4263  0.0000
H 3.5012 -28.6785 -17.1370  -0.0008
H 3.2848 -28.5179 -18.7540  0.0065
C 6.9853 -22.2390 -24.6123  0.0000
C 5.5621 -21.9346 -24.2041  0.0002
C 4.7305 -23.0434 -23.6659  0.0006
O 3.5347 -22.5822 -22.8853  -0.0015
C 2.6001 -21.7685 -23.4476  0.0005
N 5.6831 -20.9728 -23.1077  0.0000
H 7.5109 -22.8686 -23.8943  0.0000
H 7.5583 -21.3118 -24.6081  0.0000
H 6.9780 -22.6530 -25.6206  0.0000
H 5.0743 -21.4085 -25.0246  0.0000
H 5.3333 -23.6746 -23.0130  0.0002
H 4.5191 -23.6953 -24.5134  -0.0001
H 1.6909 -21.6224 -22.8645  -0.0007
H 2.2324 -22.3922 -24.2624  0.0000
H 3.0271 -20.8836 -23.9196  0.0002
H 4.8669 -21.2783 -22.5973  -0.0002
H 6.4579 -21.2314 -22.5137  0.0000
C 8.2375 -30.6076 -22.3843  0.0000
C 6.8571 -31.2745 -22.4436  0.0000
C 5.6868 -30.2913 -22.5321  -0.0001
O 4.4632 -31.0208 -22.7768  -0.0001
C 3.2461 -30.2395 -22.5925  0.0003
N 6.8794 -32.0947 -23.6091  0.0000
H 8.2196 -29.7267 -21.7425  0.0001
H 8.5549 -30.1252 -23.3087  0.0000
H 8.9698 -31.3391 -22.0425  0.0000
H 6.8098 -31.8973 -21.5503  0.0000
H 5.9942 -29.5470 -23.2667  -0.0001
H 5.7615 -29.7371 -21.5965  0.0000
H 3.3860 -29.5177 -21.7879  -0.0012
H 2.3811 -30.8381 -22.3066  0.0000
H 2.9768 -29.6280 -23.4537  0.0002
H 7.2931 -31.5808 -24.3739  0.0000
H 5.9293 -32.2033 -23.9341  0.0000
C -0.2068 -28.7962 -15.4153  0.0011
C -1.3480 -27.7431 -15.4280  -0.0027
C -2.6131 -28.2639 -14.7577  -0.0001
O -3.6655 -27.3365 -15.0942  0.0000
C -4.8602 -27.6791 -14.3266  0.0000
N -0.8779 -26.5427 -14.6439  0.0002
H 0.7520 -28.4110 -15.7623  -0.0012
H -0.3650 -29.7391 -15.9387  0.0003
H -0.1358 -28.9928 -14.3455  0.0000
H -1.4010 -27.4207 -16.4679  0.0000
H -2.6334 -28.3489 -13.6712  0.0001
H -2.7922 -29.2414 -15.2053  0.0000
H -4.9640 -28.6173 -13.7815  0.0000
H -5.6650 -27.7568 -15.0576  0.0000
H -5.0626 -26.8438 -13.6562  0.0000
H -1.5325 -25.7769 -14.5726  0.0000
H -0.4687 -26.8451 -13.7714  -0.0001
C 0.0378 -29.5671 -20.4062  0.0104
C 0.6151 -28.1719 -20.5560  -0.0377
C 0.2121 -27.4447 -21.8492  0.0013
O 1.0466 -26.2662 -22.0347  0.0314
C 1.0979 -25.7763 -23.3995  -0.0096
N 0.3415 -27.5034 -19.3094  0.0253
H 0.2798 -29.8423 -21.4328  0.0010
H -1.0515 -29.5951 -20.3775  -0.0005
H 0.6289 -30.2272 -19.7714  -0.0042
H 1.7034 -28.2316 -20.5609  0.0358
H -0.8723 -27.3372 -21.8281  -0.0133
H 0.5350 -28.0815 -22.6728  0.0023
H 0.0773 -25.5632 -23.7176  0.0000
H 1.5029 -26.5062 -24.1005  0.0011
H 1.6434 -24.8633 -23.6381  0.0009
H 0.5778 -28.1665 -18.5851  0.0509
H -0.6378 -27.3724 -19.1003  -0.0117

Cartesian forces (eV/Å) of the 3 atoms listed first:
Mn 0.40 -0.22 -0.80
C -0.60 0.04 -0.42
C 0.05 -0.65 2.59



- Look up the multiplicity of the first one.
  1



- What is the formula in the first record?
  C3H5N5O



- Among the records above, which one has the highest multiplicity?
  C38H102MnN8O10